{
  "formula": "C18H54O9",
  "method": "wB97M-V/def2-TZVPD",
  "elements": ["C", "C", "O", "H", "H", "H", "H", "H", "H", "C", "C", "O", "H", "H", "H", "H", "H", "H", "C", "C", "O", "H", "H", "H", "H", "H", "H", "C", "C", "O", "H", "H", "H", "H", "H", "H", "C", "C", "O", "H", "H", "H", "H", "H", "H", "C", "C", "O", "H", "H", "H", "H", "H", "H", "C", "C", "O", "H", "H", "H", "H", "H", "H", "C", "C", "O", "H", "H", "H", "H", "H", "H", "C", "C", "O", "H", "H", "H", "H", "H", "H"],
  "coordinates": [[-2.158, 0.567, 5.852], [-1.644, 0.913, 4.467], [-1.507, -0.172, 3.564], [-2.954, -0.165, 5.720], [-2.568, 1.464, 6.316], [-1.470, 0.123, 6.572], [-0.681, 1.394, 4.636], [-2.323, 1.596, 3.957], [-1.274, 0.207, 2.713], [3.173, 2.555, -2.184], [3.276, 3.760, -1.363], [3.799, 3.416, -0.098], [4.081, 1.964, -2.304], [2.748, 2.763, -3.166], [2.477, 1.882, -1.683], [2.364, 4.307, -1.122], [3.860, 4.479, -1.937], [4.757, 3.465, -0.144], [-1.077, 3.276, -3.822], [-1.759, 2.436, -4.895], [-1.040, 2.544, -6.098], [-0.053, 2.919, -3.704], [-1.666, 3.095, -2.923], [-1.026, 4.320, -4.129], [-2.715, 2.888, -5.160], [-1.706, 1.420, -4.504], [-1.507, 2.038, -6.768], [-0.947, -4.466, 2.165], [-2.395, -3.907, 1.831], [-3.274, -4.029, 2.914], [-0.965, -5.556, 2.135], [-0.579, -4.030, 3.093], [-0.267, -4.069, 1.411], [-2.821, -4.485, 1.011], [-2.304, -2.862, 1.537], [-4.069, -3.492, 2.895], [-0.370, 0.354, -1.108], [-0.595, -0.151, 0.272], [-0.786, 0.938, 1.152], [-1.181, 1.000, -1.444], [-0.200, -0.450, -1.824], [0.455, 1.066, -1.079], [0.303, -0.661, 0.622], [-1.493, -0.769, 0.274], [-0.053, 1.552, 1.072], [2.500, -3.774, -0.767], [3.332, -2.599, -0.324], [2.638, -1.433, -0.661], [3.006, -4.345, -1.545], [1.581, -3.514, -1.292], [2.244, -4.326, 0.138], [4.350, -2.540, -0.709], [3.667, -2.817, 0.690], [3.126, -0.658, -0.372], [-4.568, -0.596, 2.019], [-5.912, -1.003, 2.493], [-5.977, -2.371, 2.749], [-4.289, -1.229, 1.177], [-3.834, -0.590, 2.825], [-4.648, 0.379, 1.540], [-6.386, -0.650, 1.577], [-6.268, -0.472, 3.377], [-6.610, -2.496, 3.459], [1.572, -0.555, -5.519], [1.732, -1.091, -4.125], [2.921, -0.782, -3.393], [1.007, 0.378, -5.519], [1.080, -1.271, -6.177], [2.563, -0.330, -5.915], [1.711, -2.175, -4.230], [0.806, -0.942, -3.570], [2.662, -0.780, -2.469], [3.590, 1.309, 2.315], [2.490, 2.354, 2.548], [1.645, 2.374, 1.445], [3.103, 0.357, 2.105], [4.340, 1.263, 3.105], [4.064, 1.431, 1.341], [2.960, 3.271, 2.905], [1.842, 1.946, 3.323], [2.093, 2.839, 0.735]],
  "atomic_forces_ev_per_a": [[-0.82, -0.67, -0.32], [0.56, 0.19, -0.26], [-0.18, -0.84, 1.45], [-0.31, 0.03, 0.20], [-0.06, 0.02, -0.03], [0.43, 0.05, -0.39], [0.21, 0.34, -0.40], [-0.09, 0.54, 0.44], [0.32, 0.35, -0.59], [-1.43, -1.60, -0.68], [0.55, 1.25, 0.26], [-0.32, 0.33, 0.31], [0.23, 0.49, 0.04], [0.04, 0.02, -0.26], [-0.17, -0.33, -0.09], [-0.50, -0.39, -0.46], [0.55, 0.33, 0.45], [0.90, -0.04, 0.21], [-0.16, -0.35, -0.74], [0.62, 1.01, 0.21], [0.96, -0.16, -0.75], [-0.02, -0.03, 0.25], [0.29, 0.46, 0.27], [-0.19, 0.05, 0.29], [-0.71, -0.69, 0.85], [-0.84, -0.29, -0.27], [0.07, -0.03, -0.08], [-1.58, 1.03, -0.44], [0.89, -0.13, -0.01], [0.29, -0.78, 1.38], [0.23, 0.11, 0.30], [-0.25, -0.38, 0.24], [-0.03, -0.26, -0.29], [0.22, 0.03, -0.45], [0.08, 0.11, -0.12], [0.03, 0.36, -0.59], [0.15, 0.81, -0.68], [0.39, 0.27, 0.17], [-1.35, 0.04, 0.38], [-0.47, -0.33, -0.04], [0.13, 0.14, 0.01], [0.52, -0.33, -0.25], [-0.18, -0.70, -0.16], [0.10, -0.18, 0.48], [0.71, 0.25, 0.21], [0.02, -0.40, -0.51], [1.31, -0.61, -0.38], [-0.62, 0.70, 0.65], [0.28, -0.51, 0.46], [-0.11, 0.56, 0.38], [-0.08, -0.57, -0.47], [-0.02, -0.26, -1.20], [-1.07, 0.96, 0.98], [0.26, 0.35, 0.27], [1.28, 0.32, 0.48], [-0.02, 1.26, -0.81], [-0.15, -1.01, 0.08], [0.26, -0.40, 0.24], [0.44, -0.05, -0.40], [0.15, 0.32, 0.39], [-1.93, -0.67, 0.26], [0.08, 0.42, -0.18], [0.01, -0.26, -0.09], [0.64, 1.07, -0.02], [-0.34, -1.97, 0.46], [-0.76, 0.75, -1.16], [0.01, 0.10, -0.16], [-0.01, -0.02, 0.11], [0.02, -0.05, -0.22], [0.21, -0.47, -0.05], [0.14, 0.64, 0.37], [0.16, -0.18, 0.41], [-0.36, -0.16, -0.84], [0.87, -1.99, 1.00], [-0.91, 0.83, -0.76], [-0.11, -0.42, 0.81], [-0.09, -0.16, -0.01], [0.44, 0.78, 0.20], [-0.46, 0.49, -0.50], [0.12, 0.33, 0.48], [0.50, 0.16, -0.31]],
  "charge": -1,
  "homo_lumo_gap_ev": [1.53, 9.49],
  "multiplicity": 2,
  "total_energy_ha": -1395.172256,
  "e_above_lowest_kcal_mol": 58.8
}